(1)
10
Properties=species:S:1:pos:R:3:forces:R:3 method="wB97M-V/def2-TZVPD" homo_lumo_gap_ev="8.3 / 8.3" e_lumo_ev="-0.26 / -0.27" relative_energy_kcal_mol=104.4 e_homo_ev="-8.5 / -8.5"
O -2.16990 0.10409 0.17522 0.0 0.2 -0.1
C -0.82267 0.16796 0.01554 0.2 0.1 0.1
C 0.08395 1.18716 0.14308 -0.1 -0.5 0.0
C 1.32542 0.39471 -0.04590 0.2 0.1 -0.1
N 1.06555 -0.98964 -0.41562 -0.4 0.2 0.1
N -0.20469 -1.02754 -0.31642 0.1 -0.1 0.0
H -2.42404 0.99492 0.45570 -0.1 -0.1 0.0
H 1.63293 0.29155 1.01331 0.2 0.0 0.1
H 2.19275 0.79515 -0.57185 -0.1 0.0 0.0
H -0.67929 -1.91836 -0.45306 0.0 0.1 0.0

***

(2)
22
Properties=species:S:1:pos:R:3:forces:R:3 method="wB97M-V/def2-TZVPD" homo_lumo_gap_ev=10.6 e_lumo_ev=-2.95 relative_energy_kcal_mol=16.8 e_homo_ev=-13.5 charge=+1
C 0.36231 -1.50309 1.13863 -0.5 0.8 -0.7
C -0.43267 -1.49542 -0.18364 1.6 -0.3 1.0
C -1.37757 -0.28506 -0.29941 -0.4 -0.9 0.1
C -1.52059 -0.12183 -1.80371 -1.3 1.1 -1.7
O -0.73538 0.43012 -2.54220 0.8 0.2 1.1
N 1.21117 -0.23275 1.20457 -0.4 -0.4 1.5
H -0.42757 -1.55349 1.89232 0.8 0.3 0.7
H 1.15296 -2.24039 1.28036 -0.8 -0.7 -0.4
H 0.35773 -1.46077 -0.94364 -0.7 -0.3 -0.4
H -1.03141 -2.41996 -0.18328 0.5 0.3 -0.5
H -2.29492 -0.57494 0.22052 -0.3 0.0 -0.6
H -1.11407 0.61349 0.26396 0.7 0.2 -0.6
H -2.39491 -0.46750 -2.41491 -0.1 -0.5 1.4
H 0.76359 0.52608 1.74496 -0.3 0.2 -0.4
H 1.54537 0.10048 0.27371 -0.1 0.0 -0.1
H 1.98838 -0.49385 1.80818 0.4 0.3 -0.3
H 2.16059 0.51290 -2.12049 0.6 -0.3 0.3
H 0.99485 1.24609 -1.68848 -0.4 0.0 0.5
O 1.77399 0.82126 -1.29070 -0.1 0.2 -0.6
H -0.83590 2.35149 2.83865 0.6 -0.5 -0.4
H 0.31159 1.98760 3.72151 0.3 -0.2 0.0
O -0.01114 1.81930 2.82738 -0.9 0.6 0.4

***

(3)
41
Properties=species:S:1:pos:R:3:forces:R:3 method="wB97M-V/def2-TZVPD" homo_lumo_gap_ev=6.5 e_lumo_ev=-0.58 relative_energy_kcal_mol=52.3 e_homo_ev=-7.1
C 2.23631 4.46415 2.90052 -0.1 0.1 0.1
C 1.84001 3.28623 2.02242 0.5 0.1 0.3
C 2.60828 2.99588 0.88801 -0.5 0.4 0.1
C 2.25573 1.95403 0.05505 -0.1 -0.9 0.1
C 1.21766 1.05007 0.41000 0.5 1.5 0.6
C 1.06874 -0.10651 -0.45248 -1.4 0.8 -3.7
C 0.50294 -1.36124 -0.01699 -0.8 -2.5 1.2
C 0.17522 -2.34310 -1.00676 0.8 0.8 0.9
C -0.31178 -3.58567 -0.64971 -0.1 0.4 0.5
C -0.51224 -3.92444 0.69702 0.8 0.5 0.3
C -1.06302 -5.25581 1.08500 -0.4 -0.1 0.4
C -0.13232 -3.01774 1.70386 -0.2 0.5 -0.1
C 0.31155 -1.72619 1.36674 0.6 0.2 -0.9
C 0.44473 1.34624 1.57213 0.9 -0.2 -0.6
C 0.78386 2.44130 2.36975 -0.1 -0.2 -0.5
H 1.79248 4.36138 3.90827 0.3 0.1 -0.4
H 3.33684 4.51806 2.97976 -0.5 0.0 0.1
H 1.89602 5.44246 2.49481 0.1 -0.7 0.1
H 3.46563 3.63119 0.67491 -0.2 -0.1 -0.2
H 2.82159 1.74876 -0.86514 -0.2 0.1 0.5
H 1.81042 -0.19031 -1.34283 -1.2 0.2 1.9
H 0.36001 -2.07349 -2.04723 -0.2 -0.2 0.2
H -0.54538 -4.30328 -1.42124 -0.1 -0.1 -0.1
H -1.56417 -5.15162 2.05430 0.1 -0.2 -0.2
H -1.80822 -5.55935 0.35912 -0.2 -0.2 -0.1
H -0.32450 -6.06066 1.16536 0.1 0.3 -0.1
H -0.21763 -3.31427 2.77636 0.0 0.3 -1.0
H 0.59422 -1.00587 2.16229 -0.2 -0.8 -0.7
H -0.35527 0.67718 1.87074 0.0 0.3 -0.1
H 0.23220 2.61985 3.28719 0.0 0.1 -0.1
C -3.61300 0.67651 -3.50300 -0.7 -0.4 -0.2
C -2.29079 0.83815 -2.89691 2.5 -1.8 2.4
C -1.59477 -0.06960 -1.99202 -2.3 0.6 -1.6
N -0.37174 0.45356 -1.76152 1.6 0.6 0.6
C -0.30105 1.61007 -2.47568 -2.0 -0.1 -0.6
N -1.47413 1.85935 -3.15360 2.4 0.5 0.5
H -4.04541 -0.24833 -3.09727 -0.2 0.3 -0.3
H -4.27861 1.51944 -3.29803 0.0 -0.1 0.1
H -3.54499 0.60102 -4.59294 0.0 -0.1 0.1
H -1.97368 -1.04740 -1.68542 0.5 0.5 0.3
H 0.56827 2.24999 -2.54483 -0.1 -0.1 0.2

***

(4)
45
Properties=species:S:1:pos:R:3:forces:R:3 method="wB97M-V/def2-TZVPD" homo_lumo_gap_ev=8.2 e_lumo_ev=-3.67 relative_energy_kcal_mol=0.0 smiles="CC[C@@H](C)[NH2+]CCCCOc1ccc(C)cc1[N+](=O)[O-]" e_homo_ev=-11.9 charge=+1
C -4.95523 -2.30392 -0.23463 0.2 0.1 0.0
C -3.81949 -1.33610 -0.55025 -0.2 0.1 0.1
C -3.42206 -0.48788 0.65837 -0.2 -0.5 0.1
C -2.80446 -1.32322 1.76968 -0.1 0.1 -0.1
N -2.41089 0.53272 0.23681 0.4 -0.1 -0.1
C -2.91682 1.71248 -0.49396 -0.1 0.6 -0.5
C -1.76263 2.61347 -0.91898 0.0 0.0 0.2
C -0.97545 3.19511 0.26904 0.4 -0.3 -0.2
C 0.48937 2.75846 0.26864 0.0 0.5 0.1
O 0.53693 1.33939 0.17784 0.0 0.1 0.1
C 1.74022 0.72608 0.08195 -0.1 -0.4 -0.1
C 2.96934 1.35597 0.26348 -0.2 0.1 0.0
C 4.14704 0.63480 0.23509 -0.2 -0.3 -0.1
C 4.16521 -0.74863 0.04565 -0.2 0.2 0.0
C 5.45494 -1.49898 0.03447 0.1 0.0 0.0
C 2.95383 -1.38321 -0.14445 -0.2 0.1 0.0
C 1.75686 -0.66444 -0.15196 1.2 0.8 0.2
N 0.56877 -1.38256 -0.42045 -0.9 -0.6 0.0
O 0.52395 -2.56645 -0.18440 0.0 0.0 0.0
O -0.38859 -0.76935 -0.90219 0.1 -0.3 -0.4
H -5.81048 -1.77465 0.17834 -0.1 0.0 0.1
H -4.64217 -3.06700 0.47090 0.0 -0.1 0.1
H -5.27256 -2.80278 -1.14539 -0.1 -0.1 0.0
H -4.14420 -0.68394 -1.36223 0.1 0.0 -0.1
H -2.94920 -1.89660 -0.89496 0.1 0.1 0.0
H -4.29644 0.05017 1.04048 0.1 0.1 -0.1
H -3.53935 -2.01542 2.16699 -0.1 0.0 0.0
H -2.46621 -0.69772 2.59399 0.0 0.0 0.1
H -1.96595 -1.90562 1.39513 0.1 -0.1 -0.1
H -1.90354 0.86667 1.06360 0.0 -0.1 -0.2
H -1.68099 0.04646 -0.34472 -0.3 0.3 0.5
H -3.45659 1.37355 -1.37811 0.0 -0.1 0.2
H -3.61213 2.25481 0.15201 0.0 -0.2 0.0
H -1.09022 2.03571 -1.55406 0.0 0.0 -0.1
H -2.17383 3.41892 -1.52538 0.0 -0.1 0.0
H -1.43531 2.90902 1.21750 0.0 0.1 0.1
H -0.98407 4.28370 0.23484 0.0 0.0 0.1
H 1.00769 3.19564 -0.59212 0.0 0.0 0.1
H 0.97713 3.09796 1.18963 0.0 0.0 -0.1
H 3.01430 2.41897 0.43266 0.0 0.1 0.0
H 5.08106 1.15845 0.37176 0.1 0.1 0.0
H 5.28522 -2.56815 -0.04816 0.1 -0.1 0.0
H 6.06881 -1.17776 -0.80574 0.1 -0.1 0.0
H 6.01578 -1.30078 0.94586 0.1 -0.1 0.0
H 2.90396 -2.44814 -0.31668 0.0 0.0 0.0

***

(5)
75
Properties=species:S:1:pos:R:3:forces:R:3 method="wB97M-V/def2-TZVPD" homo_lumo_gap_ev=5.4 e_lumo_ev=-10.78 relative_energy_kcal_mol=39.7 e_homo_ev=-16.2 charge=+3
W 0.56477 -0.03791 0.16428 -0.2 0.5 -0.2
C 2.34629 1.85458 -3.66953 0.1 0.0 0.0
C 2.23345 1.26737 -2.41570 -0.3 0.1 0.0
N 1.05782 1.22819 -1.76989 -0.1 -0.1 -0.4
C 0.01815 1.81528 -2.38767 0.1 0.0 0.1
C 0.14943 2.33690 -3.67251 0.0 0.0 0.1
N 1.30365 2.35402 -4.31519 0.0 0.0 0.1
C -1.22533 1.88708 -1.62236 -0.1 -0.1 0.1
C -2.23884 2.75960 -1.95935 0.1 -0.1 0.0
C -3.40054 2.83610 -1.18655 0.0 0.0 0.0
C -3.47796 1.94715 -0.11301 0.0 -0.1 0.0
C -2.43613 1.08760 0.17256 0.0 0.0 -0.1
N -1.28626 1.07963 -0.54108 -0.1 0.2 0.2
C -2.54498 0.01952 1.17022 0.1 0.0 0.0
C -3.66972 -0.25192 1.94032 0.0 0.0 0.0
N -3.75591 -1.34000 2.69246 0.1 0.0 0.0
C -2.74074 -2.18721 2.63841 0.0 -0.1 0.0
C -1.59520 -1.92928 1.88684 -0.2 0.1 -0.1
N -1.49369 -0.80156 1.18976 0.0 -0.3 0.1
C -4.48433 3.78067 -1.49847 0.0 0.0 0.0
C -5.37140 4.20168 -0.51015 0.0 0.0 0.0
C -6.36969 5.10081 -0.85056 -0.1 0.1 0.0
N -6.53986 5.58200 -2.07882 0.2 -0.2 0.1
C -5.69814 5.16606 -3.02032 -0.1 0.1 -0.1
C -4.65758 4.27994 -2.78698 0.0 0.0 0.0
H 3.30962 1.88780 -4.16286 0.0 0.0 0.0
H 3.09711 0.82653 -1.95066 0.0 0.0 0.0
H -0.71015 2.73178 -4.19592 0.0 0.0 0.0
H -2.10724 3.41166 -2.80855 0.0 0.0 0.0
H -4.38469 1.88262 0.46787 0.0 0.0 0.0
H -4.52524 0.40965 1.94543 0.0 0.0 0.0
H -2.81999 -3.10593 3.20629 0.0 0.0 0.0
H -0.79795 -2.65266 1.83053 0.0 0.0 0.0
H -5.28993 3.87704 0.51825 0.0 0.0 0.0
H -7.06512 5.45206 -0.09874 0.0 0.0 0.0
H -5.86396 5.55873 -4.01582 0.0 0.0 0.0
H -4.04134 3.96963 -3.61884 0.0 0.0 0.0
Cl 2.41023 -1.20445 6.56976 0.0 0.0 0.1
C 1.99024 -1.41191 4.93161 0.0 0.0 -0.1
C 2.24305 -2.64112 4.28873 0.0 0.1 -0.1
Cl 2.95562 -3.92521 5.14523 0.0 0.0 0.0
C 1.93049 -2.81402 2.93167 0.0 0.1 0.1
Cl 2.21014 -4.26459 2.07904 0.0 0.0 0.0
C 1.37345 -1.73096 2.28043 -0.1 -0.2 -0.4
O 1.00536 -1.70994 0.96271 0.1 -0.3 0.3
C 1.10134 -0.53936 2.90628 0.0 0.2 0.0
O 0.59143 0.38407 2.04610 0.2 0.1 -0.1
C 1.41609 -0.34156 4.23639 -0.2 0.0 0.0
Cl 1.04909 1.16460 4.97316 0.1 0.0 0.0
O -0.55221 -1.25104 -1.12933 0.2 -0.1 -0.1
N -0.52735 -2.41470 -1.71596 -0.1 0.2 0.2
C 0.58191 -2.97422 -2.09540 0.1 0.0 0.0
C 1.68110 -2.14068 -1.73885 0.0 0.6 0.3
N 1.87966 -1.13300 -1.20565 0.0 -0.7 -0.5
C 0.61419 -4.23233 -2.75626 0.0 0.1 0.0
N 0.65929 -5.23932 -3.30147 0.0 -0.1 0.0
C 4.87511 -0.49316 2.96963 -0.1 0.1 0.0
N 4.31777 0.86180 2.85424 -0.1 -0.1 0.0
C 4.67619 1.89483 3.68669 0.0 0.0 0.0
C 4.04842 3.00949 3.24425 0.0 0.0 0.0
N 3.31822 2.62650 2.14931 0.0 0.0 0.0
C 3.47108 1.31470 1.91535 0.2 0.0 0.0
S 3.03703 0.42406 0.48258 0.0 0.1 0.2
H 4.65695 -0.87478 3.96406 0.0 0.0 0.0
H 5.95083 -0.44263 2.81727 0.0 0.0 0.0
H 4.42083 -1.12296 2.21138 0.0 0.0 0.0
H 5.36024 1.75036 4.50431 0.0 0.0 0.0
H 4.07555 4.02101 3.60505 0.0 0.0 0.0
H 2.81713 3.23203 1.52394 0.0 0.1 0.0
C -0.25033 4.44311 2.04633 0.1 -0.2 -0.1
C 0.19238 3.29574 1.25669 0.0 0.1 -0.2
N 0.54938 2.40922 0.61651 0.0 -0.1 0.5
H -0.41998 4.12364 3.07485 0.0 0.0 0.0
H -1.17351 4.83843 1.62441 0.0 0.0 0.0
H 0.51397 5.21993 2.01883 0.0 0.0 0.0

***

(6)
63
Properties=species:S:1:pos:R:3:forces:R:3 method="wB97M-V/def2-TZVPD" homo_lumo_gap_ev="10.0 / 7.7" multiplicity=6 e_lumo_ev="-1.91 / -4.25" e_homo_ev="-12.0 / -12.0" charge=+1
Fe -0.29044 -0.16452 -0.24925 0.7 -0.6 0.3
O 1.59800 2.00705 1.11309 0.2 0.0 0.2
S 1.86597 0.51314 1.10956 -0.2 0.2 0.0
O 3.10007 0.17785 1.71752 0.0 0.0 0.0
O 0.66105 -0.19853 1.65506 -0.2 0.1 0.1
O 1.74029 0.13484 -0.36442 0.1 -0.3 -0.1
C -2.51940 2.79909 -2.21613 0.0 0.0 0.1
N -2.06753 1.48401 -2.64173 0.1 0.0 -0.2
C -3.12858 0.51782 -2.89211 -0.1 0.0 -0.1
P -0.51913 1.03317 -2.86755 -0.1 0.0 0.1
O -0.23651 -0.32001 -2.19474 -0.3 0.4 0.1
O 0.36208 2.18580 -2.27489 0.1 0.3 -0.1
P 0.81608 2.56572 -0.63016 -0.9 -0.1 -0.4
O -0.41781 1.68645 -0.11140 0.1 0.0 -0.3
N 2.35295 2.85432 -1.17069 0.1 0.1 0.1
C 3.24524 3.59831 -0.27777 0.1 0.0 0.0
C 3.10990 2.04116 -2.11592 0.1 0.0 0.0
N 0.23883 4.05300 -0.30333 0.3 0.1 0.0
C -0.55258 4.33797 0.88508 -0.1 0.0 0.0
C 0.58344 5.21998 -1.10462 0.1 0.0 0.1
N -0.20958 0.85252 -4.45321 0.0 0.0 0.1
C 0.86110 -0.01974 -4.93238 0.0 0.0 0.0
C -0.58398 1.91794 -5.37939 0.0 0.0 0.0
H -3.18193 3.23431 -2.96885 0.0 0.0 0.0
H -1.67435 3.46269 -2.05956 0.0 0.0 0.0
H -3.06848 2.71606 -1.27432 0.0 0.0 0.0
H -3.80669 0.87624 -3.67024 0.0 0.0 0.0
H -3.70646 0.35540 -1.97717 0.0 0.0 0.0
H -2.70931 -0.43367 -3.21528 0.0 0.0 0.0
H 2.68217 4.18426 0.44310 0.0 0.0 0.0
H 3.84072 4.27743 -0.89024 0.0 0.0 0.0
H 3.91380 2.93158 0.27028 0.0 0.0 0.0
H 2.46234 1.54660 -2.82645 0.0 0.0 0.0
H 3.70805 1.28901 -1.59694 0.0 0.0 0.0
H 3.78302 2.70171 -2.66581 0.0 0.0 0.0
H -0.67242 3.44226 1.48490 0.0 0.0 0.0
H -1.53886 4.71911 0.60618 0.0 0.0 0.0
H -0.04716 5.09209 1.49268 0.0 0.0 0.0
H 1.08866 4.91621 -2.01776 0.0 0.0 0.0
H 1.23130 5.90753 -0.55399 0.0 0.0 0.0
H -0.33332 5.75200 -1.36892 0.0 0.0 0.0
H 1.09651 -0.76828 -4.18087 0.0 0.0 0.0
H 1.76234 0.55463 -5.16444 0.0 0.0 0.0
H 0.52871 -0.52606 -5.83905 0.0 0.0 0.0
H -1.41318 2.49667 -4.97514 0.0 0.0 0.0
H -0.90174 1.47672 -6.32431 0.0 0.0 0.0
H 0.25630 2.59124 -5.56860 0.0 0.0 0.0
C -2.35143 0.31568 1.89366 0.0 0.0 0.0
O -2.16165 -0.44737 0.67565 0.1 -0.1 0.0
C -2.47031 -1.85180 0.82551 0.1 0.0 0.0
C -1.19042 -2.61148 1.08516 -0.1 0.0 0.0
O -0.34411 -2.27475 -0.01853 0.0 0.0 0.0
C 0.92420 -2.96185 -0.00613 0.0 0.0 0.0
H -3.38818 0.20675 2.20766 0.0 0.0 0.0
H -2.13458 1.34894 1.64254 0.0 0.0 0.0
H -1.66432 -0.03036 2.66432 0.0 0.0 0.0
H -2.90762 -2.17008 -0.12034 0.0 0.0 0.0
H -3.19976 -1.98122 1.62327 0.0 0.0 0.0
H -1.37068 -3.68835 1.09384 0.0 0.0 0.0
H -0.70616 -2.31107 2.01846 0.0 0.0 0.0
H 0.74057 -4.03555 -0.02919 0.0 0.0 0.0
H 1.48549 -2.68400 0.88656 0.0 0.0 0.0
H 1.45563 -2.65035 -0.89979 0.0 0.0 0.0

***

no.,maximum force (Eh/bohr)
1,0.00985
2,0.04710
3,0.07810
4,0.02824
5,0.01647
6,0.01982